Record 1
{"formula": "C12H24Br12", "method": "the ωB97M-V functional and the def2-TZVPD basis", "symbols": ["Br", "C", "C", "Br", "H", "H", "H", "H", "Br", "C", "C", "Br", "H", "H", "H", "H", "Br", "C", "C", "Br", "H", "H", "H", "H", "Br", "C", "C", "Br", "H", "H", "H", "H", "Br", "C", "C", "Br", "H", "H", "H", "H", "Br", "C", "C", "Br", "H", "H", "H", "H"], "xyz": [[3.38, -0.05, -2.62], [3.65, -1.60, -3.81], [2.33, -1.71, -4.58], [1.97, -3.49, -5.34], [3.88, -2.46, -3.17], [4.57, -1.53, -4.38], [2.41, -1.10, -5.48], [1.45, -1.32, -4.06], [0.19, -0.69, 2.09], [0.48, -0.51, 0.17], [1.18, -1.81, -0.36], [-0.06, -3.36, -0.67], [1.07, 0.38, -0.03], [-0.44, -0.16, -0.30], [2.07, -2.23, 0.11], [1.44, -1.50, -1.38], [2.50, 2.43, 5.38], [2.68, 0.96, 4.05], [3.91, 0.11, 4.16], [3.72, -1.53, 2.98], [2.62, 1.36, 3.04], [1.80, 0.33, 4.21], [4.01, -0.30, 5.16], [4.82, 0.67, 3.90], [-5.07, 2.01, -2.76], [-3.05, 1.81, -2.76], [-2.70, 0.40, -2.97], [-0.71, 0.08, -2.97], [-2.79, 2.17, -1.76], [-2.66, 2.50, -3.51], [-3.04, -0.04, -3.90], [-3.08, -0.29, -2.22], [-0.31, 3.30, -0.59], [-1.24, 3.22, 1.16], [-0.21, 2.89, 2.25], [-0.95, 2.39, 4.04], [-1.89, 2.35, 1.12], [-1.76, 4.15, 1.36], [0.33, 3.82, 2.46], [0.50, 2.11, 1.98], [-5.16, -1.94, 2.56], [-3.29, -2.16, 1.88], [-3.22, -1.51, 0.52], [-3.57, 0.46, 0.64], [-2.94, -3.18, 1.76], [-2.62, -1.72, 2.63], [-3.98, -1.99, -0.10], [-2.23, -1.70, 0.12]], "lowdin_spin": [0.00, 0.00, 0.00, 0.00, 0.00, 0.00, 0.00, 0.00, 0.53, 0.04, 0.01, 0.02, 0.00, 0.02, 0.00, 0.00, 0.02, 0.01, 0.01, 0.22, 0.00, 0.00, 0.00, 0.00, 0.00, 0.00, 0.00, 0.02, 0.00, 0.00, 0.00, 0.00, 0.00, 0.00, 0.00, 0.06, 0.00, 0.00, 0.00, 0.00, 0.01, 0.00, 0.00, 0.02, 0.00, 0.00, 0.00, 0.00], "de_lowest_kj_mol": 10.0, "s2": 0.755, "e_lumo_ev": [-3.11, -9.35], "gap_ha": [0.343, 0.113], "multiplicity": 2, "total_charge": 1}

Record 2
{"formula": "C12H24BrClFNO4S", "method": "the ωB97M-V functional and the def2-TZVPD basis", "symbols": ["C", "C", "C", "Cl", "N", "C", "Br", "C", "C", "S", "O", "O", "F", "H", "H", "H", "H", "H", "H", "H", "H", "H", "H", "H", "H", "C", "C", "O", "C", "H", "H", "H", "H", "H", "H", "C", "C", "O", "C", "H", "H", "H", "H", "H", "H"], "xyz": [[-0.89, -1.52, -3.24], [-0.97, 0.12, -3.12], [-0.84, 0.65, -1.54], [-0.83, 2.52, -1.40], [-1.79, -0.04, -0.59], [-1.17, -0.33, 0.75], [-2.42, -0.64, 2.27], [-0.32, -1.75, 0.56], [0.58, -2.14, 1.88], [-3.37, 0.67, -0.53], [-3.48, 1.94, 0.40], [-3.76, 1.21, -1.96], [-4.65, -0.47, -0.17], [0.17, -1.80, -3.72], [-1.70, -1.86, -4.04], [-1.04, -2.09, -2.22], [0.02, 0.53, -3.65], [-1.87, 0.61, -3.69], [0.25, 0.32, -1.21], [-0.34, 0.50, 0.97], [-1.10, -2.63, 0.38], [0.34, -1.73, -0.44], [1.63, -2.54, 1.51], [0.04, -3.05, 2.42], [0.65, -1.21, 2.59], [3.48, -4.41, 4.78], [2.48, -5.07, 3.87], [1.83, -4.42, 3.06], [2.32, -6.56, 4.00], [3.49, -3.33, 4.58], [3.20, -4.57, 5.82], [4.48, -4.81, 4.59], [1.98, -6.82, 5.00], [3.26, -7.06, 3.77], [1.56, -6.90, 3.28], [-0.64, 5.94, -3.23], [0.32, 6.53, -2.24], [1.19, 5.84, -1.71], [0.16, 7.99, -1.91], [-0.41, 4.87, -3.37], [-1.67, 6.03, -2.86], [-0.54, 6.45, -4.19], [-0.83, 8.17, -1.48], [0.30, 8.59, -2.81], [0.92, 8.28, -1.17]], "nbo_charge": [-0.65, -0.43, -0.02, -0.04, -0.70, -0.11, 0.08, -0.44, -0.64, 2.23, -0.79, -0.83, -0.45, 0.22, 0.23, 0.23, 0.22, 0.26, 0.25, 0.24, 0.22, 0.21, 0.24, 0.25, 0.21, -0.72, 0.60, -0.56, -0.72, 0.24, 0.23, 0.23, 0.23, 0.23, 0.24, -0.72, 0.59, -0.55, -0.72, 0.24, 0.23, 0.23, 0.23, 0.23, 0.24], "e_lumo_ev": -1.11, "gap_ha": 0.309, "smiles": "CC[C@@H](Cl)N([C@@H](Br)CC)S(=O)(=O)F.CC(C)=O.CC(C)=O", "total_charge": 0}

Record 3
{"formula": "C12H24Cl12", "method": "the ωB97M-V functional and the def2-TZVPD basis", "symbols": ["Cl", "C", "C", "Cl", "H", "H", "H", "H", "Cl", "C", "C", "Cl", "H", "H", "H", "H", "Cl", "C", "C", "Cl", "H", "H", "H", "H", "Cl", "C", "C", "Cl", "H", "H", "H", "H", "Cl", "C", "C", "Cl", "H", "H", "H", "H", "Cl", "C", "C", "Cl", "H", "H", "H", "H"], "xyz": [[-25.39, 18.18, 22.03], [-24.69, 18.87, 20.55], [-25.73, 19.49, 19.67], [-26.37, 21.02, 20.36], [-24.22, 18.05, 20.00], [-23.91, 19.57, 20.84], [-26.58, 18.83, 19.55], [-25.31, 19.75, 18.70], [-18.44, 20.06, 17.29], [-19.72, 18.92, 17.78], [-21.05, 19.46, 17.31], [-22.39, 18.47, 17.96], [-19.72, 18.84, 18.86], [-19.48, 17.96, 17.32], [-21.13, 19.50, 16.22], [-21.18, 20.46, 17.69], [-20.74, 25.33, 14.11], [-22.24, 24.97, 13.20], [-22.15, 23.66, 12.49], [-23.80, 23.17, 11.99], [-22.35, 25.79, 12.49], [-23.07, 25.01, 13.89], [-21.76, 22.90, 13.16], [-21.52, 23.71, 11.61], [-26.24, 19.51, 16.16], [-25.30, 20.66, 15.19], [-24.04, 20.04, 14.65], [-24.39, 18.89, 13.32], [-25.07, 21.51, 15.82], [-25.93, 21.00, 14.37], [-23.48, 19.49, 15.41], [-23.40, 20.81, 14.23], [-22.39, 22.54, 16.28], [-22.41, 24.09, 17.14], [-22.36, 23.88, 18.64], [-23.67, 22.83, 19.20], [-23.32, 24.61, 16.86], [-21.55, 24.66, 16.81], [-22.42, 24.84, 19.14], [-21.42, 23.41, 18.94], [-30.18, 17.80, 15.32], [-29.10, 18.01, 13.92], [-29.83, 18.62, 12.77], [-30.34, 20.28, 13.11], [-28.74, 17.02, 13.65], [-28.26, 18.63, 14.21], [-30.72, 18.05, 12.52], [-29.17, 18.66, 11.90]], "nbo_charge": [-0.07, -0.39, -0.39, -0.07, 0.22, 0.23, 0.23, 0.24, -0.06, -0.38, -0.38, -0.07, 0.22, 0.22, 0.22, 0.23, -0.07, -0.38, -0.38, -0.06, 0.22, 0.22, 0.23, 0.23, -0.06, -0.39, -0.39, -0.07, 0.24, 0.23, 0.22, 0.22, -0.08, -0.38, -0.41, -0.03, 0.22, 0.24, 0.23, 0.22, -0.06, -0.39, -0.39, -0.06, 0.22, 0.23, 0.22, 0.22], "de_lowest_kj_mol": 10.2, "e_lumo_ev": 0.30, "gap_ha": 0.396, "smiles": "ClCCCl.ClCCCl.ClCCCl.ClCCCl.ClCCCl.ClCCCl", "total_charge": 0}

Record 4
{"formula": "C12H24GdO6", "method": "the ωB97M-V functional and the def2-TZVPD basis", "symbols": ["Gd", "C", "C", "O", "C", "C", "O", "C", "C", "O", "C", "C", "O", "C", "C", "O", "C", "C", "O", "H", "H", "H", "H", "H", "H", "H", "H", "H", "H", "H", "H", "H", "H", "H", "H", "H", "H", "H", "H", "H", "H", "H", "H"], "xyz": [[0.22, 0.32, 0.58], [-2.90, -0.31, 0.47], [-2.32, -0.61, -0.90], [-0.91, -1.01, -0.82], [-0.59, -2.42, -0.59], [-0.54, -2.77, 0.89], [0.16, -1.73, 1.63], [1.45, -2.07, 2.25], [2.57, -1.86, 1.25], [2.34, -0.55, 0.66], [3.33, -0.06, -0.31], [2.58, 0.36, -1.55], [1.48, 1.20, -1.08], [0.78, 2.05, -2.04], [-0.01, 3.04, -1.23], [-0.67, 2.29, -0.16], [-1.99, 2.74, 0.27], [-2.36, 1.90, 1.48], [-1.99, 0.50, 1.25], [-3.08, -1.22, 1.05], [-3.86, 0.20, 0.35], [-2.32, 0.27, -1.54], [-2.89, -1.39, -1.39], [0.37, -2.58, -1.08], [-1.33, -3.05, -1.09], [-0.02, -3.72, 1.01], [-1.52, -2.87, 1.33], [1.43, -3.09, 2.62], [1.55, -1.40, 3.10], [2.57, -2.61, 0.46], [3.52, -1.88, 1.77], [4.06, -0.84, -0.54], [3.84, 0.78, 0.14], [2.17, -0.49, -2.10], [3.23, 0.93, -2.22], [0.15, 1.43, -2.67], [1.50, 2.57, -2.67], [-0.75, 3.54, -1.85], [0.63, 3.79, -0.76], [-2.68, 2.62, -0.56], [-1.95, 3.79, 0.55], [-3.42, 1.98, 1.69], [-1.81, 2.21, 2.36]], "lowdin_spin": [6.82, 0.01, 0.01, 0.06, 0.01, 0.01, 0.03, 0.00, 0.00, 0.00, 0.00, 0.00, 0.01, 0.00, 0.00, 0.00, 0.00, 0.00, 0.03, 0.00, 0.00, 0.00, 0.00, 0.00, 0.00, 0.00, 0.00, 0.00, 0.00, 0.00, 0.00, 0.00, 0.00, 0.00, 0.00, 0.00, 0.00, 0.00, 0.00, 0.00, 0.00, 0.00, 0.00], "s2": 16.018, "e_lumo_ev": [-9.69, -14.94], "gap_ha": [0.426, 0.235], "multiplicity": 8, "total_charge": 3}

Record 5
{"formula": "C12H24IN5O9RuS2", "method": "the ωB97M-V functional and the def2-TZVPD basis", "symbols": ["Ru", "O", "S", "O", "O", "O", "I", "C", "H", "H", "O", "C", "O", "C", "N", "C", "C", "C", "H", "H", "H", "H", "H", "H", "H", "H", "H", "C", "S", "O", "O", "O", "H", "H", "H", "C", "C", "C", "C", "N", "C", "N", "N", "N", "H", "H", "H", "H", "H", "H", "H", "H", "H", "H"], "xyz": [[-0.41, -0.76, 0.02], [-1.52, 1.77, -2.56], [-1.72, 1.53, -1.15], [-2.62, 2.46, -0.52], [-0.41, 1.41, -0.34], [-2.22, 0.06, -0.96], [-2.50, 0.71, 2.13], [-1.84, -1.19, 1.44], [-2.69, -1.68, 0.97], [-1.45, -1.73, 2.29], [0.61, -3.16, -2.16], [-0.45, -2.60, -2.15], [-1.18, -2.29, -1.08], [-1.10, -2.24, -3.46], [-2.04, -1.08, -3.28], [-3.39, -1.48, -3.77], [-3.09, -2.60, -4.76], [-1.96, -3.36, -4.05], [-0.30, -1.95, -4.13], [-1.67, -0.24, -3.73], [-2.06, -0.77, -2.29], [-3.92, -0.63, -4.18], [-3.95, -1.86, -2.92], [-2.73, -2.19, -5.71], [-3.97, -3.22, -4.95], [-1.38, -4.00, -4.71], [-2.37, -3.99, -3.25], [2.17, 1.53, -2.00], [1.64, -0.16, -2.01], [1.76, -0.65, -0.59], [2.46, -0.82, -2.97], [0.20, -0.20, -2.31], [3.06, 1.59, -1.37], [1.36, 2.15, -1.62], [2.41, 1.79, -3.03], [2.24, 1.36, 5.88], [2.50, 2.33, 4.74], [1.24, 3.11, 4.37], [3.09, 1.64, 3.51], [2.15, 0.71, 2.87], [1.33, 0.93, 1.86], [0.63, -0.17, 1.69], [1.06, -1.08, 2.60], [1.97, -0.56, 3.32], [1.84, 1.90, 6.75], [3.16, 0.86, 6.19], [1.52, 0.59, 5.60], [3.27, 3.04, 5.05], [0.41, 2.44, 4.12], [1.40, 3.79, 3.53], [0.91, 3.72, 5.22], [3.97, 1.06, 3.78], [3.37, 2.37, 2.76], [1.21, 1.84, 1.29]], "nbo_charge": [1.24, -0.98, 2.58, -0.94, -0.94, -0.92, 0.12, -0.57, 0.23, 0.21, -0.56, 0.79, -0.72, -0.15, -0.57, -0.22, -0.41, -0.41, 0.26, 0.46, 0.50, 0.23, 0.22, 0.21, 0.23, 0.24, 0.22, -0.90, 2.42, -0.98, -0.94, -1.03, 0.24, 0.26, 0.25, -0.61, -0.22, -0.62, -0.21, -0.17, 0.25, -0.28, -0.02, -0.02, 0.22, 0.21, 0.22, 0.21, 0.21, 0.21, 0.23, 0.23, 0.22, 0.28], "de_lowest_kj_mol": 163.2, "e_lumo_ev": [-1.82, -1.78], "gap_ha": [0.253, 0.254], "total_charge": 0}

Record 6
{"formula": "C12H24N2O3", "method": "the ωB97M-V functional and the def2-TZVPD basis", "symbols": ["C", "C", "C", "C", "C", "C", "C", "C", "C", "C", "C", "C", "H", "H", "H", "H", "H", "H", "H", "H", "H", "H", "H", "H", "H", "H", "H", "H", "H", "H", "H", "H", "H", "H", "H", "H", "N", "N", "O", "O", "O"], "xyz": [[2.13, -0.85, -0.46], [1.08, -1.95, -0.19], [2.16, 0.24, 0.69], [2.89, -0.33, 1.85], [2.91, 1.47, 0.05], [1.99, 2.38, -0.71], [-0.94, -0.34, -0.09], [-0.97, 0.13, 1.40], [-2.17, -0.64, -0.80], [-3.08, -1.61, 0.04], [-3.07, 0.60, -1.12], [-3.46, 1.46, 0.04], [1.76, -0.99, -2.57], [2.70, 0.17, -2.13], [3.14, -1.45, -0.31], [1.16, 0.59, 0.84], [3.99, -0.21, 1.88], [2.72, -1.40, 2.14], [2.64, 0.14, 2.74], [3.47, 2.21, 0.75], [3.60, 1.14, -0.73], [1.57, 1.97, -1.65], [1.11, 2.78, -0.24], [2.53, 3.29, -1.03], [-0.87, -2.45, -0.26], [-0.19, 0.33, -0.57], [-1.94, -1.15, -1.79], [-2.45, -2.39, 0.37], [-3.88, -2.11, -0.55], [-3.55, -1.09, 0.88], [-2.56, 1.28, -1.75], [-3.98, 0.17, -1.58], [-4.35, 2.00, -0.23], [-2.72, 2.09, 0.37], [-3.84, 0.92, 0.94], [-0.43, -1.62, 1.89], [1.90, -0.34, -1.79], [-0.26, -1.67, -0.06], [1.45, -3.08, -0.26], [-1.31, 1.23, 1.74], [-0.88, -0.88, 2.27]], "nbo_charge": [-0.11, 0.68, -0.25, -0.63, -0.39, -0.63, -0.18, 0.78, -0.21, -0.61, -0.39, -0.61, 0.38, 0.36, 0.20, 0.21, 0.22, 0.22, 0.22, 0.22, 0.19, 0.22, 0.21, 0.21, 0.41, 0.26, 0.22, 0.19, 0.22, 0.22, 0.21, 0.20, 0.21, 0.23, 0.19, 0.50, -0.86, -0.68, -0.59, -0.57, -0.68], "de_lowest_kj_mol": 269.6, "e_lumo_ev": 0.69, "gap_ha": 0.376, "smiles": "CC[C@H](C)[C@H](N)C(=O)N[C@H](C(=O)O)[C@@H](C)CC", "total_charge": 0}

> What is the formula in the sixth record?

C12H24N2O3